Molecular formula: H26O13
Method: DFT, the ωB97M-V functional and the def2-TZVPD basis

```
39
Properties=species:S:1:pos:R:3:forces:R:3
H -2.127 16.806 8.777 0.2304 -0.9918 0.6588
O -3.776 20.155 5.537 -3.2134 1.5361 -1.8094
H 2.204 19.500 3.784 1.8761 -0.4898 0.1221
O -0.049 22.440 7.358 1.6811 -0.4788 -1.9458
O -1.542 17.392 8.331 -9.1173 3.9887 -0.8269
H 0.595 19.967 8.522 1.3433 1.1843 2.1371
O 3.663 19.611 7.656 7.6363 -2.5124 -0.3080
O 2.123 17.786 9.745 13.9425 -12.6143 3.9315
H -1.280 19.174 4.982 -0.1463 -1.1037 0.0374
H -2.469 17.261 5.267 1.2889 0.1875 -0.9929
H 2.986 18.098 10.404 -4.0927 -1.3454 -2.9616
H 0.635 16.650 4.269 2.4805 0.4207 1.9043
O 0.935 20.398 9.394 2.8652 -2.0770 -3.6854
H -2.164 19.923 9.441 -0.2962 1.1308 1.1857
H -0.702 17.224 8.270 7.1179 -2.7099 0.0934
O -1.167 20.118 5.112 1.4684 1.6405 -3.9782
H 2.060 16.235 5.236 -2.9358 2.5343 -1.8468
H -2.839 20.091 5.632 0.9451 0.7677 -0.5617
H -0.939 20.421 4.107 -0.8037 -0.7876 3.7590
H -0.733 21.897 6.894 1.1801 0.6475 0.2256
H 0.128 20.670 9.716 -2.6818 1.0486 1.5638
O 0.414 18.860 7.053 0.6090 1.7606 3.8560
H 1.056 16.951 7.955 -1.3776 -1.7962 -0.4581
O -1.481 17.313 5.419 -2.8277 -0.2659 0.7910
H 0.572 18.225 6.447 1.8837 -4.2036 -3.0781
H 2.700 18.302 4.496 0.6352 0.4043 -0.4490
H -1.651 17.171 6.385 1.3584 0.2268 0.1038
O 3.082 19.049 3.982 -2.3552 0.4339 0.0751
H -4.069 20.834 4.799 1.5557 -2.1673 2.4360
H -0.167 19.316 6.507 -1.9819 2.5198 -1.0323
H 0.905 15.972 8.895 1.1875 -1.5124 3.3315
H 0.838 22.397 6.808 -2.9867 -0.1172 1.5795
H 2.955 20.043 7.463 -6.9275 4.5141 -2.1143
H 1.659 18.423 9.687 -9.9146 14.1370 -0.8464
H -1.321 18.953 9.167 1.2344 -0.7579 0.7566
O 1.425 17.013 4.835 0.2420 -3.1981 0.3776
H 3.402 19.060 8.332 -0.7378 -2.0640 2.3908
O -1.338 19.637 9.874 -2.2939 -0.4461 -1.5062
O 0.463 16.119 8.110 1.9283 2.5561 -2.9153
```
Forces are in eV/Å.

Output
- energy relative to the best compared isomer or geometry (same formula, charge and spin) (eV) = 7.125
- energy (eV) = -27034.822
- gap between HOMO and LUMO (eV) = 9.72